Entry 1:
A structure of composition C19H20AuGeN4S, computed with ωB97M-V/def2-TZVPD.

Geometry as XYZ:
```
46
Properties=species:S:1:pos:R:3:mulliken_charge:R:1
Au -1.687 -0.458 1.057 0.36
N -3.170 -0.797 3.162 -0.61
N -3.011 -2.116 3.595 -0.19
C -2.384 -3.033 2.861 0.91
N -2.385 -4.287 3.285 -0.39
S -1.593 -2.731 1.354 -0.47
H -2.751 -0.160 3.832 0.32
H -4.160 -0.584 3.072 0.29
H -3.454 -2.396 4.461 0.21
H -2.864 -4.579 4.124 0.22
H -1.919 -5.000 2.747 0.20
N -2.355 2.542 0.345 -0.53
C -2.065 1.459 0.611 0.15
C 1.619 -2.212 0.933 -1.33
Ge 0.725 -0.606 0.330 0.96
C 1.470 1.017 1.065 0.53
C 2.790 1.215 0.643 -0.45
C 3.515 2.305 1.099 -0.76
C 2.927 3.206 1.977 -0.49
C 1.620 3.013 2.400 -0.71
C 0.892 1.922 1.948 0.10
C 0.665 -0.590 -1.646 1.10
C 1.157 -1.729 -2.293 -0.73
C 1.054 -1.894 -3.668 -1.00
C 0.445 -0.911 -4.446 -0.68
C -0.033 0.254 -3.845 0.70
C -0.638 1.274 -4.625 -0.61
C -1.057 2.478 -4.052 -0.65
C -0.867 2.684 -2.703 -0.99
C -0.266 1.687 -1.912 -0.24
C 0.105 0.438 -2.443 0.47
H 2.652 -2.134 0.583 0.45
H 1.175 -3.127 0.554 0.46
H 1.633 -2.231 2.021 0.39
H 3.268 0.529 -0.052 0.32
H 4.534 2.452 0.769 0.42
H 3.488 4.062 2.326 0.42
H 1.165 3.716 3.084 0.41
H -0.131 1.805 2.280 0.23
H 1.617 -2.521 -1.717 0.41
H 1.431 -2.793 -4.137 0.43
H 0.368 -1.037 -5.519 0.46
H -0.786 1.100 -5.684 0.45
H -1.512 3.239 -4.670 0.44
H -1.172 3.607 -2.227 0.47
H -0.052 1.922 -0.879 0.57
```

Summary:
E_LUMO (spin up / spin down) (Eh): -0.26344 / -0.34218
Energy relative to the best compared isomer or geometry (same formula, charge and spin) (kcal/mol): 0.0
Spin multiplicity: 2
Total charge: +2
HOMO-LUMO gap (spin up / spin down) (eV): 7.3 / 5.2

Entry 2:
The ion C9H15N2O4 with charge -1, computed with ωB97M-V/def2-TZVPD.

Geometry as XYZ:
```
30
Properties=species:S:1:pos:R:3:mulliken_charge:R:1
C 1.422 -2.119 1.307 0.30
C -0.587 -2.155 -1.052 0.14
C -0.790 0.870 1.492 -0.93
C -1.312 0.701 0.045 -0.66
C -0.281 -0.392 2.091 -0.03
C -0.280 0.445 -1.019 0.27
C 1.035 -0.799 1.404 -0.17
C 0.399 -0.989 -0.957 0.14
C -0.980 0.514 -2.352 -1.92
N 2.130 0.103 1.359 -0.62
N 1.602 -1.200 -1.464 -0.18
O 2.506 -2.333 0.675 -0.80
O -0.682 -2.637 -2.151 -0.69
O 0.570 -3.179 1.716 -0.62
O -1.360 -2.502 -0.117 -0.79
H 0.061 1.576 1.432 0.26
H -1.596 1.252 2.262 0.31
H -2.118 -0.106 0.153 0.22
H -1.918 1.656 -0.150 0.34
H -0.061 -0.145 3.180 0.36
H -0.961 -1.295 2.001 0.08
H 0.376 1.284 -1.023 0.71
H -1.927 0.011 -2.416 0.35
H -0.248 0.286 -3.069 0.45
H -1.231 1.561 -2.457 0.56
H 2.845 -0.306 0.810 0.42
H 1.735 0.832 0.808 0.32
H 2.149 -1.808 -0.768 0.49
H 2.101 -0.350 -1.911 0.33
H -0.327 -2.980 1.323 0.35
```

Summary:
E_LUMO (Eh): 0.12403
Total charge: -1
HOMO-LUMO gap (eV): 7.0

Entry 3:
The ion C3H8N5S with charge +1, computed with ωB97M-V/def2-TZVPD.

Geometry as XYZ:
```
17
Properties=species:S:1:pos:R:3:mulliken_charge:R:1
N 0.226 -0.371 -2.668 -0.38
C 0.117 -0.144 -1.384 0.32
N 0.321 -0.875 -0.452 -0.44
C 0.065 -0.389 1.022 0.40
N -1.041 -1.115 1.368 -0.51
S 1.762 -0.834 1.959 -0.20
N 0.071 1.060 1.027 -0.07
C 0.093 1.748 -0.022 -0.17
N -0.120 1.258 -1.192 -0.13
H 0.255 -1.297 -3.133 0.29
H -0.215 0.457 -3.134 0.22
H -0.905 -2.051 1.446 0.26
H -1.624 -0.768 2.114 0.23
H 1.119 -1.462 2.953 0.16
H 0.313 1.502 1.920 0.36
H 0.237 2.847 0.154 0.36
H -0.009 1.833 -1.979 0.30
```

Summary:
E_LUMO (Eh): -0.13725
Energy relative to the best compared isomer or geometry (same formula, charge and spin) (kcal/mol): 7.7
Total charge: +1
SMILES string: NC1=N[C@@](N)(S)[NH+]=CN1
HOMO-LUMO gap (eV): 9.3

Entry 4:
A structure of composition C15H19N7O4RbS2, computed with ωB97M-V/def2-TZVPD.

Geometry as XYZ:
```
48
Properties=species:S:1:pos:R:3:mulliken_charge:R:1
Rb -0.406 -0.527 -1.446 0.89
O -5.360 0.335 -1.638 -0.43
C -4.147 -0.224 -1.621 0.17
O -3.216 0.159 -2.276 -0.55
C -4.094 -1.383 -0.652 0.49
C -5.226 -1.769 0.058 -0.44
C -5.112 -2.814 0.954 -0.75
C -3.885 -3.439 1.092 -0.65
C -2.816 -2.999 0.318 0.88
N -2.916 -1.982 -0.533 -0.05
C -1.438 -3.619 0.419 0.36
O -1.326 -4.775 1.081 -0.43
O -0.455 -3.105 -0.041 -0.45
H -5.344 1.066 -2.275 0.38
H -6.161 -1.250 -0.085 0.50
H -5.962 -3.135 1.540 0.45
H -3.780 -4.234 1.818 0.24
H -2.183 -5.150 1.313 0.30
C 0.856 4.157 3.199 -1.06
C -0.437 3.364 3.017 -0.40
C -0.198 1.934 2.661 0.29
N -0.553 1.387 1.553 -0.39
N -0.183 0.060 1.455 0.06
C 0.434 -0.368 2.512 0.20
N 0.815 -1.672 2.669 -0.40
S 0.630 0.833 3.739 -0.20
H 0.631 5.198 3.425 0.33
H 1.461 4.127 2.292 0.31
H 1.457 3.761 4.019 0.34
H -1.036 3.786 2.209 0.24
H -1.039 3.414 3.927 0.28
H 0.773 -2.222 1.822 0.18
H 1.612 -1.858 3.255 0.25
C 5.679 1.298 -0.919 -1.08
C 4.931 0.047 -1.377 -0.39
C 3.855 0.341 -2.369 0.09
N 2.604 0.135 -2.174 0.06
N 1.802 0.506 -3.241 -0.20
C 2.496 0.987 -4.225 0.22
N 1.948 1.365 -5.415 -0.45
S 4.202 1.039 -3.932 -0.19
H 6.431 1.035 -0.177 0.33
H 4.993 2.018 -0.473 0.31
H 6.188 1.787 -1.750 0.35
H 4.447 -0.444 -0.532 0.22
H 5.630 -0.672 -1.810 0.29
H 0.947 1.474 -5.410 0.24
H 2.449 2.030 -5.979 0.24
```

Summary:
E_LUMO (Eh): -0.10735
Energy relative to the best compared isomer or geometry (same formula, charge and spin) (kcal/mol): 0.0
Total charge: +1
HOMO-LUMO gap (eV): 8.3

Entry 5:
A structure of composition C35H44CdN7OPSSi, computed with ωB97M-V/def2-TZVPD.

Geometry as XYZ:
```
91
Properties=species:S:1:pos:R:3:mulliken_charge:R:1
Cd -0.151 0.393 0.381 1.20
N -0.425 -0.232 8.177 -0.45
C -0.256 -0.093 7.054 -0.10
C -0.013 0.043 5.665 0.62
C -0.490 -0.910 4.766 -1.16
C -0.177 -0.759 3.427 0.02
N 0.552 0.246 2.950 0.00
C 1.003 1.151 3.814 -0.39
C 0.756 1.099 5.174 -0.87
H -1.071 -1.756 5.098 0.59
H -0.525 -1.481 2.703 0.41
H 1.610 1.948 3.403 0.43
H 1.164 1.842 5.842 0.51
C 3.494 1.410 -3.660 -0.37
N 3.610 -0.015 -3.777 0.24
C 4.090 -0.694 -4.874 -0.40
C 4.002 -2.016 -4.619 -0.64
N 3.472 -2.148 -3.359 0.09
C 3.220 -0.918 -2.836 -0.27
S 2.611 -0.618 -1.327 -0.19
H 3.059 1.814 -4.575 0.39
H 4.469 1.870 -3.487 0.29
H 2.851 1.639 -2.809 -0.40
H 4.453 -0.186 -5.744 0.47
H 4.265 -2.854 -5.229 0.46
H 3.199 -3.003 -2.900 0.25
C -0.112 2.612 -2.477 -1.13
Si -0.201 2.728 -0.550 0.28
C -1.895 3.626 -0.148 2.25
C -2.159 3.670 1.359 -1.59
C -3.025 2.811 -0.781 -1.87
C -1.942 5.045 -0.719 -1.85
C 1.411 3.701 0.013 2.73
C 1.155 4.561 1.249 -1.99
C 2.519 2.706 0.350 -1.23
C 1.927 4.613 -1.099 -2.01
H 0.200 3.536 -2.954 0.41
H -1.086 2.354 -2.883 0.45
H 0.585 1.834 -2.780 0.08
H -2.066 2.676 1.800 0.17
H -3.171 4.024 1.554 0.52
H -1.477 4.343 1.869 0.34
H -2.962 1.767 -0.474 0.15
H -2.991 2.855 -1.866 0.36
H -3.992 3.204 -0.470 0.54
H -1.164 5.664 -0.281 0.33
H -2.902 5.514 -0.501 0.51
H -1.801 5.037 -1.797 0.35
H 0.758 3.968 2.069 0.24
H 0.451 5.356 1.023 0.41
H 2.080 5.030 1.586 0.54
H 2.239 2.065 1.186 -0.11
H 3.433 3.237 0.619 0.56
H 2.743 2.066 -0.500 -0.09
H 1.160 5.310 -1.424 0.39
H 2.256 4.031 -1.955 0.21
H 2.782 5.187 -0.743 0.54
O -2.048 -0.803 1.114 0.43
N -2.836 0.173 1.457 -0.78
C -4.118 -0.055 1.608 0.89
C -4.958 1.011 1.984 -0.17
N -5.674 1.853 2.294 -0.55
C -4.741 -1.304 1.394 -0.07
N -5.159 -2.355 1.186 -0.56
C -2.577 -2.706 -1.291 -1.56
P -0.910 -2.336 -0.591 0.57
C -0.837 -3.297 0.959 0.27
C -1.955 -3.746 1.650 -0.02
C -1.799 -4.487 2.811 -0.72
C -0.533 -4.796 3.282 -0.71
C 0.588 -4.339 2.603 -0.62
C 0.436 -3.572 1.462 -0.37
C -0.037 -3.563 -1.666 0.59
C 0.148 -4.903 -1.341 -0.38
C 0.783 -5.756 -2.227 -0.84
C 1.205 -5.297 -3.463 -0.40
C 0.993 -3.971 -3.810 -0.82
C 0.390 -3.111 -2.908 -0.69
H -3.340 -2.131 -0.778 0.27
H -2.805 -3.768 -1.215 0.43
H -2.568 -2.416 -2.343 0.49
H -2.947 -3.502 1.300 0.24
H -2.672 -4.830 3.351 0.45
H -0.415 -5.393 4.176 0.39
H 1.577 -4.584 2.965 0.47
H 1.306 -3.189 0.940 0.47
H -0.208 -5.289 -0.398 0.43
H 0.952 -6.786 -1.947 0.43
H 1.689 -5.979 -4.146 0.41
H 1.291 -3.610 -4.786 0.47
H 0.251 -2.066 -3.161 0.34
```

Summary:
E_LUMO (Eh): -0.01873
Total charge: 0
HOMO-LUMO gap (eV): 7.5

Entry 6:
A cluster of 2 separate species, C2H7NO in total, computed with ωB97M-V/def2-TZVPD.

Geometry as XYZ:
```
11
Properties=species:S:1:pos:R:3:mulliken_charge:R:1
C 2.323 1.044 1.700 -0.25
N 1.271 0.345 1.641 -0.44
H 2.237 2.097 1.418 0.24
H 3.312 0.688 1.989 0.22
H 1.474 -0.580 2.029 0.23
C -2.005 -0.890 -1.512 -0.48
O -1.288 0.318 -1.771 -0.52
H -1.481 -1.731 -1.963 0.22
H -2.227 -1.022 -0.457 0.25
H -2.962 -0.755 -2.010 0.20
H -0.654 0.487 -1.065 0.31
```

Summary:
E_LUMO (Eh): 0.03673
Energy relative to the best compared isomer or geometry (same formula, charge and spin) (kcal/mol): 36.4
Total charge: 0
SMILES string: C=N.CO
HOMO-LUMO gap (eV): 11.2

Entry 7:
A cluster of 2 separate species, C23H21Br2N3O7 in total, computed with ωB97M-V/def2-TZVPD.

Geometry as XYZ:
```
56
Properties=species:S:1:pos:R:3:mulliken_charge:R:1
C 4.261 -3.084 0.987 -0.59
C 3.180 -2.410 1.277 -1.09
C 1.853 -1.530 1.389 2.13
C 0.635 -2.590 1.648 -0.27
N -0.280 -3.317 1.964 -0.65
C 1.479 -0.819 -0.046 -0.50
C 0.622 -1.791 -1.016 -0.59
C 0.646 -1.162 -2.531 -0.48
O 0.068 -2.143 -3.447 -0.34
C -1.129 -1.639 -4.074 0.69
C -1.181 -0.289 -4.984 -0.49
O -2.221 -2.284 -3.962 -0.56
C 1.870 -0.449 2.621 1.83
C 0.287 -0.085 2.838 -0.29
N -0.894 0.213 2.954 -0.64
C 2.373 -1.048 4.022 -0.98
C 1.261 -1.769 4.932 -0.62
C 0.651 -0.763 6.070 0.31
N -0.818 -0.611 6.309 -0.61
O 1.420 -0.016 6.783 -0.50
C 2.540 0.973 2.204 -0.39
Br 1.326 2.513 1.733 -0.08
C 3.939 1.252 2.134 -0.07
C 5.044 0.156 2.522 -0.65
Br 4.595 3.073 1.579 -0.18
H 5.315 -3.445 0.675 0.39
H 0.839 0.137 0.115 0.29
H 2.486 -0.591 -0.583 0.37
H 1.073 -2.847 -1.049 0.30
H -0.505 -1.812 -0.727 0.29
H 1.709 -0.813 -2.841 0.18
H -0.080 -0.250 -2.484 0.34
H -0.297 0.381 -4.685 0.23
H -1.051 -0.586 -6.091 0.32
H -2.155 0.318 -4.794 0.11
H 3.271 -1.784 3.942 0.35
H 2.789 -0.149 4.638 0.52
H 1.825 -2.583 5.552 0.38
H 0.441 -2.337 4.363 0.26
H -1.274 -0.159 5.487 0.33
H -1.190 -1.570 6.438 0.30
H 4.924 -0.281 3.596 0.21
H 6.060 0.731 2.566 0.35
H 5.204 -0.668 1.728 0.11
C -4.891 4.352 -4.831 -0.68
C -3.719 3.722 -4.557 0.43
C -3.898 2.385 -3.833 0.56
O -2.965 1.618 -3.556 -0.82
C -5.257 1.984 -3.434 -0.77
C -6.431 2.621 -3.697 0.42
C -6.261 3.905 -4.514 0.54
O -7.201 4.595 -4.922 -0.74
O -7.598 2.276 -3.354 -0.82
O -2.543 4.106 -4.831 -0.85
H -4.865 5.304 -5.353 0.35
H -5.279 1.059 -2.867 0.36
```

Summary:
E_LUMO (Eh): 0.08963
Total charge: -2
HOMO-LUMO gap (eV): 2.3

Entry 8:
A structure of composition C16H43N6O4P2RuTe, computed with ωB97M-V/def2-TZVPD.

Geometry as XYZ:
```
73
Properties=species:S:1:pos:R:3:mulliken_charge:R:1
Ru -0.138 0.186 -0.147 0.25
C -0.790 2.424 1.662 -0.59
C -0.509 1.217 2.586 -0.78
N 0.368 0.216 1.919 -0.03
C 1.827 0.440 2.124 -0.99
C 2.595 0.080 0.860 0.23
N 1.909 0.548 -0.378 0.08
C 2.054 1.984 -0.722 -0.69
C 1.171 2.827 0.178 -0.84
N -0.188 2.204 0.315 -0.41
H -0.405 3.355 2.077 0.51
H -1.863 2.535 1.536 0.31
H -1.450 0.717 2.794 0.36
H -0.073 1.524 3.537 0.52
H 0.113 -0.702 2.272 0.31
H 2.195 -0.167 2.953 0.58
H 1.975 1.475 2.419 0.29
H 2.639 -1.005 0.766 -0.38
H 3.619 0.457 0.904 0.57
H 2.303 -0.002 -1.134 0.05
H 1.718 2.083 -1.754 0.35
H 3.094 2.313 -0.670 0.41
H 1.074 3.833 -0.230 0.52
H 1.593 2.939 1.172 0.29
H -0.789 2.634 -0.384 0.48
C -5.483 -2.843 -0.557 -1.41
C -4.352 -2.027 0.007 0.19
O -4.064 -0.951 -0.949 -0.02
P -3.041 0.210 -0.727 0.62
O -2.178 0.064 0.516 -0.46
Te -1.336 0.363 -2.435 -0.16
O -3.883 1.522 -0.662 -0.30
C -5.186 1.724 -1.320 -0.26
C -6.299 1.507 -0.331 -1.05
H -5.713 -3.660 0.128 0.43
H -5.213 -3.267 -1.523 0.32
H -6.380 -2.239 -0.678 0.34
H -3.445 -2.610 0.133 0.03
H -4.609 -1.565 0.960 0.37
H -5.250 1.046 -2.170 0.35
H -5.146 2.747 -1.683 0.35
H -6.356 0.464 -0.020 0.19
H -7.248 1.775 -0.797 0.42
H -6.164 2.135 0.549 0.31
C 1.746 -1.760 -3.227 -0.55
N 1.201 -2.947 -2.587 0.51
C 1.124 -4.106 -3.479 -0.96
P 0.964 -3.089 -0.973 -0.71
O 0.389 -1.829 -0.358 0.42
N 2.404 -3.429 -0.256 0.34
C 3.576 -3.933 -0.970 -0.93
C 2.437 -3.694 1.181 -1.19
N -0.048 -4.333 -0.687 0.57
C 0.385 -5.706 -0.446 -1.07
C -1.480 -4.175 -0.892 -0.92
H 1.318 -1.667 -4.226 0.31
H 2.835 -1.804 -3.332 0.23
H 1.459 -0.870 -2.675 -0.29
H 0.533 -3.845 -4.358 0.35
H 0.643 -4.944 -2.983 0.24
H 2.116 -4.421 -3.812 0.35
H 3.478 -3.765 -2.038 0.27
H 3.714 -5.004 -0.795 0.32
H 4.471 -3.416 -0.620 0.31
H 1.523 -3.338 1.655 0.32
H 3.292 -3.190 1.637 0.37
H 2.534 -4.764 1.383 0.40
H 1.469 -5.787 -0.495 0.31
H -0.036 -6.373 -1.202 0.38
H 0.052 -6.047 0.536 0.31
H -1.708 -3.127 -1.077 -0.13
H -2.024 -4.510 -0.006 0.47
H -1.820 -4.761 -1.750 0.32
```

Summary:
E_LUMO (spin up / spin down) (Eh): -0.18700 / -0.25794
Energy relative to the best compared isomer or geometry (same formula, charge and spin) (kcal/mol): 6.8
Spin multiplicity: 2
Total charge: +2
HOMO-LUMO gap (spin up / spin down) (eV): 8.7 / 6.9

Largest force on an atom, record by record: 0.8, 3.6, 6.4, 0.4, 1.2, 0.9, 7.6, 0.5 eV Å⁻¹